No. 1
Density functional theory data (wB97M-V/def2-TZVPD) for C61H45HfN5O3P2S as an isolated structure in a non-equilibrium geometry.

The geometry in XYZ format:
```
118
C61H45HfN5O3P2S wB97M-V/def2-TZVPD
Hf 0.64305 -0.12082 1.24408
O 4.50023 -1.49493 2.11215
C 3.51567 -0.90463 1.67273
N 2.35265 -0.65484 2.32330
C 2.10594 -1.22680 3.59424
C 3.05604 -1.29898 4.56287
C 2.65061 -1.71147 5.84041
C 1.35787 -2.23373 6.01708
C 0.37696 -2.13878 5.03349
C 0.76890 -1.67247 3.76336
N -0.10058 -1.47915 2.69560
C -0.87906 -2.54305 2.13750
O -1.56968 -3.48070 2.95832
C -1.70649 -2.02468 0.94012
C -3.12426 -2.68613 0.62698
C -4.00925 -1.78293 -0.15114
C -3.67684 -0.47461 -0.31521
C -2.48909 0.06636 0.20878
N -1.46750 -0.63770 0.67689
C 3.48190 -0.22998 0.32832
C 4.64673 -0.05574 -0.44746
C 4.54506 0.44899 -1.75581
C 3.26821 0.72929 -2.31013
C 2.16786 0.49527 -1.52386
N 2.25545 0.06798 -0.23448
H 4.03886 -0.94557 4.26275
H 3.37410 -1.58764 6.63927
H 1.07015 -2.63729 6.98663
H -0.59470 -2.59457 5.12633
H -3.53590 -3.10460 1.57169
H -4.93716 -2.17697 -0.53573
H -4.28827 0.24703 -0.84654
H -2.35449 1.13792 0.14293
H 5.56630 -0.39892 0.01760
H 5.44570 0.63782 -2.33548
H 3.17211 1.22083 -3.30027
H 1.15185 0.59553 -1.88995
O -1.11626 0.00504 -2.70955
C -1.80060 1.12139 -3.03432
C -2.80612 1.00306 -3.98330
C -3.14058 2.12196 -4.73233
C -2.69381 3.34601 -4.31625
C -1.77618 3.52223 -3.30917
C -1.38192 2.39916 -2.55442
P -0.45055 2.70888 -1.01977
C 1.03858 3.64616 -1.41024
C 1.62416 3.48875 -2.69314
C 2.83804 4.08602 -2.98470
C 3.39008 5.00355 -2.08236
C 2.79656 5.23518 -0.85258
C 1.61432 4.52550 -0.47527
C -1.40943 3.95765 -0.10931
C -1.37890 5.29737 -0.58022
C -2.18287 6.26666 0.01804
C -3.03197 5.97905 1.08408
C -3.00292 4.67087 1.60302
C -2.17440 3.70250 1.05231
C -0.83099 -1.07014 -3.49990
C -0.72077 -0.94783 -4.87576
C -1.13409 -2.05736 -5.63574
C -1.32228 -3.29795 -5.08371
C -1.14090 -3.46016 -3.70369
C -0.76110 -2.36371 -2.91790
P 0.10589 -2.58663 -1.31857
C -0.99059 -3.23668 0.02125
C -2.36604 -3.86484 -0.20012
C -2.55243 -5.16408 0.46582
C -1.92562 -5.56362 1.58457
C -0.93947 -4.69098 2.18828
C -0.24368 -3.69213 1.27421
C 1.29619 -3.85447 -1.68141
C 1.31633 -5.10987 -1.04667
C 2.44702 -5.91318 -1.14414
C 3.53833 -5.49060 -1.86344
C 3.48884 -4.30213 -2.63152
C 2.31347 -3.54212 -2.62115
H -3.17432 0.01950 -4.25505
H -3.77346 2.02168 -5.58235
H -3.10719 4.20971 -4.83625
H -1.36287 4.52267 -3.15530
H 1.09501 2.76900 -3.35111
H 3.35576 3.85233 -3.92821
H 4.27681 5.59115 -2.31904
H 3.30392 5.81451 -0.10972
H 1.09113 4.75100 0.43133
H -0.71263 5.67739 -1.35132
H -2.16759 7.29373 -0.36497
H -3.71524 6.75698 1.50492
H -3.64476 4.45337 2.48278
H -2.17898 2.73692 1.52586
H -0.53459 0.03403 -5.34049
H -1.24672 -1.95708 -6.71676
H -1.68674 -4.09549 -5.74738
H -1.25276 -4.41580 -3.22001
H -2.69238 -3.86657 -1.25162
H -3.25609 -5.84656 0.01703
H -2.12418 -6.47559 2.13252
H -0.27440 -5.26593 2.88690
H 0.83468 -3.79762 1.28108
H 0.41822 -5.49638 -0.58209
H 2.45403 -6.88563 -0.64708
H 4.47334 -6.06636 -1.81886
H 4.33256 -3.98980 -3.27162
H 2.18174 -2.66444 -3.28350
S 1.96379 3.31259 3.49460
C 1.47387 2.30730 2.18533
N 0.29265 1.64076 2.29228
C -0.37071 1.96706 3.51244
C -1.62965 1.54420 3.98644
C -2.16712 2.22410 5.07766
C -1.38964 3.12306 5.79845
C -0.05916 3.39096 5.44018
C 0.47741 2.80594 4.30648
H 1.93907 2.40000 1.22427
H -2.21164 0.79957 3.41908
H -3.22100 2.05390 5.33425
H -1.89911 3.55884 6.67089
H 0.57668 3.96316 6.06969
```

The value obtained for the gap between HOMO and LUMO is 5.9 eV. The LUMO energy is -6.045 eV. Its relative energy (zero: lowest compared OMol25 entry of this formula, charge and spin) is 0.0 kJ/mol. Its strongest force on any atom is 3.25 eV/A. Its multiplicity is 1. For the energy, the calculation gives -108284.8649 eV. The net charge is +2.

These are the Mulliken partial charges, in e, on atoms 1 to 6:
1 Hf -1.067
2 O -0.666
3 C 0.066
4 N 0.548
5 C 0.104
6 C -0.536

=====

No. 2
Density functional theory data (wB97M-V/def2-TZVPD) for C61H48O3P3SiSr as an isolated structure in a non-equilibrium geometry.

The geometry in XYZ format:
```
117
C61H48O3P3SiSr wB97M-V/def2-TZVPD
Sr 0.34085 -0.56448 -0.32117
C -4.07937 -3.41299 5.25882
C -2.92037 -4.08643 4.88878
C -2.23457 -3.71014 3.73062
C -2.70249 -2.66997 2.90643
C -3.85886 -1.98933 3.31411
C -4.54607 -2.36189 4.47471
P -1.72233 -2.16400 1.46616
C -1.34979 -3.67401 0.52950
C -0.18778 -3.67639 -0.26164
C 0.19805 -4.81341 -0.97695
C -0.57486 -5.96894 -0.91776
C -1.73078 -5.98740 -0.14258
C -2.11174 -4.85078 0.57752
C -2.90712 -1.19360 0.34409
C -3.99222 -1.97919 -0.13942
C -4.98027 -1.47687 -0.98337
C -4.92249 -0.16010 -1.38696
C -3.88463 0.65407 -0.93338
C -2.85133 0.19816 -0.05342
Si -1.71975 1.58453 0.40774
C -1.38914 3.19807 -0.35932
C -2.30894 4.23774 -0.06498
C -2.15327 5.53056 -0.56569
C -1.07519 5.82519 -1.38199
C -0.15278 4.82739 -1.69037
C -0.27028 3.51213 -1.18051
P 0.98212 2.24232 -1.69434
C 2.63428 2.89378 -1.29942
C 3.74932 2.13330 -1.71025
C 5.05644 2.55057 -1.44671
C 5.27746 3.73605 -0.75773
C 4.19248 4.49261 -0.32260
C 2.88340 4.06496 -0.57577
C 0.84411 2.48292 -3.52197
C 1.82618 3.09453 -4.31706
C 1.62490 3.29794 -5.68632
C 0.43497 2.89837 -6.28572
C -0.55155 2.28613 -5.51879
C -0.34626 2.07489 -4.15191
C -0.18977 1.15862 1.94438
C -1.06231 1.37121 3.09186
C -0.66405 1.28870 4.42584
C 0.63970 0.98832 4.73696
C 1.56399 0.75535 3.71874
C 1.27902 0.80713 2.29599
P 3.28951 0.26589 1.50365
C 4.31144 1.49148 2.42958
C 5.64825 1.25427 2.78139
C 6.42323 2.22923 3.42345
C 5.88321 3.47483 3.71509
C 4.57154 3.75169 3.34957
C 3.80558 2.77604 2.70112
C 3.47202 -1.38997 2.29936
C 4.72208 -2.02447 2.37547
C 4.87148 -3.28520 2.96819
C 3.76360 -3.96544 3.45714
C 2.50261 -3.39847 3.32260
C 2.36288 -2.13735 2.73286
H -4.60958 -3.69715 6.16372
H -2.53885 -4.89648 5.50460
H -1.31536 -4.23840 3.48188
H -4.23933 -1.14504 2.74456
H -5.44042 -1.81964 4.77030
H 0.44328 -2.79012 -0.31854
H 1.10605 -4.79321 -1.57394
H -0.27465 -6.85398 -1.47200
H -2.33672 -6.88816 -0.09166
H -3.01589 -4.90516 1.17902
H -4.09806 -3.02056 0.15430
H -5.78737 -2.12163 -1.31967
H -5.68427 0.24426 -2.04804
H -3.90795 1.68794 -1.28780
H -3.17326 4.05595 0.57588
H -2.87621 6.30283 -0.31655
H -0.94777 6.82607 -1.78462
H 0.67494 5.09275 -2.34651
H 3.60626 1.19426 -2.24309
H 5.89554 1.94059 -1.76999
H 6.29107 4.05850 -0.53645
H 4.36251 5.40449 0.24277
H 2.07055 4.66358 -0.17519
H 2.75954 3.45084 -3.89127
H 2.39816 3.78051 -6.27884
H 0.27520 3.06872 -7.34691
H -1.48656 1.97903 -5.97941
H -1.14146 1.60460 -3.57617
H -2.12055 1.61256 2.97546
H -1.38655 1.46035 5.21957
H 0.95446 0.92146 5.77492
H 2.55927 0.50508 4.08555
H 6.13651 0.31962 2.54460
H 7.45673 2.01086 3.68203
H 6.48511 4.23184 4.20934
H 4.14159 4.72819 3.55115
H 2.79676 3.04903 2.39601
H 5.60576 -1.56671 1.94605
H 5.85759 -3.73888 3.03166
H 3.87597 -4.94344 3.91612
H 1.62107 -3.93253 3.66537
H 1.35044 -1.75832 2.61999
O -2.99320 -4.07396 -3.87209
C -3.27796 -2.87421 -4.42193
C -4.15396 -2.80482 -5.51794
C -4.46159 -1.57515 -6.10117
C -3.89871 -0.40371 -5.59686
C -3.02614 -0.45707 -4.50774
C -2.70225 -1.68794 -3.90423
C -1.76779 -1.70352 -2.74465
O -1.46366 -2.75090 -2.19593
O -1.24183 -0.55152 -2.28290
H -3.37242 -4.89960 -4.20594
H -4.59811 -3.70707 -5.91954
H -5.13748 -1.53040 -6.94531
H -4.13863 0.54931 -6.05062
H -2.60485 0.46944 -4.13842
H 0.78071 -1.57150 1.80344
```

The value obtained for the gap between HOMO and LUMO is 4.6 eV. The LUMO energy is 2.249 eV. Its strongest force on any atom is 3.90 eV/A. Its multiplicity is 1. For the energy, the calculation gives -106752.7041 eV. The net charge is -1.

These are the Mulliken partial charges, in e, on atoms 1 to 6:
1 Sr -0.211
2 C -0.477
3 C -0.683
4 C -0.555
5 C 0.145
6 C -0.592

=====

Question: Among the records above, which one has the lowest gap between HOMO and LUMO?
Answer: C61H48O3P3SiSr

=====

Question: The highest energy belongs to which entry?
Answer: C61H48O3P3SiSr

=====

Question: energy of number 2 (C61H48O3P3SiSr)?
Answer: -106752.7041 eV